(1)
# C21H16N4O3

A single C21H16N4O3 molecule in a non-equilibrium geometry (wB97M-V/def2-TZVPD, OMol25).

ORCA input file:
```
! wB97M-V def2-TZVPD RIJCOSX def2/J DEFGRID3
* xyz 0 1
C -5.4400 0.8877 0.5650
O -3.6702 2.1968 -1.0393
H -6.3888 -1.5054 2.8710
C 4.5152 0.1847 -1.7799
C 4.3336 1.2699 -0.9320
C 5.7349 0.4455 -2.5401
C -3.5422 -0.5523 1.1705
H 7.0261 2.1991 -2.4709
H -1.3300 2.4008 -2.0528
H 3.8408 -0.6384 -1.8209
C -4.4150 -1.2910 2.0968
C 1.2372 -1.6869 2.1347
C -0.9335 1.7011 -1.3025
C 3.1338 1.4968 -0.1114
C 1.0153 0.5372 -0.2889
C -6.2923 0.1502 1.4028
N 0.1320 -0.4528 0.2344
H 1.4569 -2.7264 2.4752
C 0.6495 -1.7699 0.7144
N 1.7481 2.7002 -3.1339
H -7.3560 0.3485 1.3798
N 2.2583 0.4909 0.1099
C -3.2181 1.2968 -0.3516
H 2.6634 -1.9424 -0.1452
H -3.9828 -2.0975 2.7258
H 1.8650 -3.4622 0.0963
H 6.1581 -0.1527 -3.3475
C 1.1791 2.1744 -2.2685
O 5.3521 2.1654 -1.0837
H 2.1834 -1.1477 2.1535
H -1.8798 -1.7509 1.6996
C -1.2630 -0.1344 0.2968
N -4.0499 0.5842 0.5022
H -0.2014 -2.4599 0.7260
O 2.9225 2.5766 0.4452
H 0.5417 -1.2298 2.8292
C 1.6843 -2.4142 -0.2359
C -5.7529 -0.9783 2.1937
H -5.8493 1.7293 0.0104
C -1.7995 0.9668 -0.3923
C 6.1815 1.6700 -2.0753
C 0.4114 1.5131 -1.2471
C -2.2092 -0.9085 1.0686
H 1.3497 -2.3845 -1.2821
*
```

As for the energy relative to the best compared isomer or geometry (same formula, charge and spin): 44.7 kcal/mol. The HOMO-LUMO gap comes out at 7.2 eV.

Mulliken population analysis, charges in e, atoms 1 to 8: -0.26 -0.69 0.44 0.15 0.37 -0.74 0.23 0.46

(2)
# C22H21F24N2O5

4 unconnected molecules or ions with the total composition C22H21F24N2O5 in a non-equilibrium geometry (wB97M-V/def2-TZVPD, OMol25).

ORCA input file:
```
! wB97M-V def2-TZVPD RIJCOSX def2/J DEFGRID3
* xyz 1 1
H 5.0797 1.0640 6.2758
F 5.6362 0.2477 2.7614
F 5.5791 -2.2174 1.7925
H -4.4873 3.3903 -5.8930
C 1.3927 -6.2463 -0.4955
H -4.4696 -0.1428 -1.9038
F -2.3305 -3.7564 -1.4812
H -0.1881 5.5469 3.4294
H -0.1481 -5.2019 -2.4216
C -3.0290 0.3644 -5.6855
F -0.0506 5.8999 1.4673
C -3.4803 1.5338 -6.2712
F 1.9773 -5.3967 -1.3628
H -2.7004 -1.9210 -4.3660
F 2.4752 -0.5653 5.0770
C 3.2691 0.5181 5.2163
F 1.8698 -7.4765 -0.7540
F 0.6224 3.1625 3.5372
C 3.4409 1.2201 3.8633
H -4.8346 2.8988 -3.5042
C 4.5041 -0.1792 2.1766
C -4.3244 2.1882 -4.1277
O 3.3943 0.4389 2.6847
F 2.6019 1.4116 6.0054
C -0.2997 -2.8079 -1.0393
F -0.8919 -1.7694 -0.3905
F 1.6848 5.5026 2.7430
C 1.7810 -5.9383 0.9540
H 4.2995 1.8926 3.8651
F 3.1153 -5.7634 1.0066
H -0.2305 -2.5598 -2.0991
O -1.5289 2.9079 0.7224
H 3.6068 -2.0276 1.5110
F 1.0921 3.2728 1.4074
C 0.2344 3.7127 2.3517
F 4.5735 0.1636 0.8701
H -2.4901 -0.3657 -6.2609
H -4.9050 1.5590 -1.8139
C -0.6658 -5.3818 -1.4779
H 2.5613 1.8523 3.7787
N -3.8938 1.0421 -3.5734
C 4.5244 0.1590 6.0142
C -3.2322 0.1331 -4.3179
C -2.0813 3.8596 -0.0740
H -3.1036 -1.3650 -2.7595
F 5.3295 -0.6735 5.3254
C -1.1583 4.2520 -1.2349
F -1.7466 5.2572 -1.9247
C -1.1485 -4.0660 -0.8482
F 4.1240 -2.1623 3.4300
O -1.2183 -0.9033 -3.4757
N -1.0273 0.1298 -2.4859
H -1.0144 3.3947 -1.8979
C -2.6122 -1.0881 -3.6865
H -1.5853 -5.9112 -1.7243
C -1.1721 3.1618 2.0756
F 0.9447 -2.9329 -0.5429
H -1.9377 3.7359 2.5975
F -3.1758 3.2806 -0.6715
H -1.1715 2.1684 2.5203
O 0.0336 -6.3004 -0.6703
C 0.3790 5.2221 2.5526
C -4.1309 2.4631 -5.4815
F -1.4248 -4.2511 0.4544
F 0.0327 4.6648 -0.7878
F -2.5312 4.9216 0.6025
H -3.3044 1.7033 -7.3184
F 1.1820 -4.8091 1.3832
F 4.1432 -0.4647 7.1515
H -3.2414 1.0549 -1.5841
C 4.3959 -1.7061 2.1940
O -0.2565 0.9053 -2.8563
C -4.1489 0.8624 -2.1351
H 1.4915 -6.7690 1.6002
*
```

The HOMO-LUMO gap comes out at 8.4 eV.

Mulliken population analysis, charges in e, atoms 1 to 8: 0.29 -0.31 -0.28 0.43 0.80 0.40 -0.30 0.31

(3)
# C30H10F15GeIN4OPtS

A molecular structure, C30H10F15GeIN4OPtS in a non-equilibrium geometry (wB97M-V/def2-TZVPD, OMol25).

ORCA input file:
```
! wB97M-V def2-TZVPD RIJCOSX def2/J DEFGRID3
* xyz 0 1
C -2.5663 4.5128 5.5299
C -4.7367 0.9179 -0.0217
H -2.3724 -0.9896 -1.2164
C 5.9699 -0.5858 -1.4367
C -0.7154 1.6477 3.9705
Ge 1.2172 -0.4860 -1.6867
H 1.1614 -0.4976 2.4778
F 7.2901 -0.5776 -1.3086
N -0.1950 1.1395 2.8664
C -0.4270 -1.5937 -3.9454
C 5.1692 -0.6050 -0.3150
C -2.9081 4.5786 3.1467
C 5.4010 -0.5902 -2.6911
F 3.0529 -0.6027 0.6416
F 2.2357 -3.1779 -2.5207
C 4.0279 -0.5989 -2.8192
C 0.6067 0.0557 3.2167
H -2.7212 4.9336 6.5165
F -0.5742 -1.5800 0.9374
H -0.5334 1.0572 5.9671
C 0.4869 -0.6447 -3.5113
C -1.5751 2.8162 4.0993
H -3.3886 2.4117 0.7462
H -1.3647 2.9293 6.2485
N -0.2729 0.9086 5.0109
F 2.0077 -5.6304 -1.5320
F 0.4848 -6.0871 0.6543
H -3.3190 5.0408 2.2563
C -3.1146 5.1181 4.3953
F 1.6649 1.3234 -4.0631
I -5.7040 -1.7295 -1.2864
F -0.9682 -0.6481 -7.3686
C 0.8743 -2.2418 -0.8190
C 1.5067 -3.3333 -1.4068
C -0.9196 -1.6067 -5.2350
C -3.0163 -0.2496 -0.7633
C 0.3748 0.3401 -5.7244
S 0.7298 1.5103 -0.9624
N -3.5863 1.5644 0.2024
C -2.1467 3.4052 2.9582
C 1.3907 -4.6185 -0.9283
C -1.8081 3.3791 5.3650
N -2.5243 0.8699 -0.2415
H -3.7025 6.0237 4.4993
F 0.7504 1.2819 -6.5868
C -0.5053 -0.6427 -6.1258
O -2.0413 2.9220 1.7317
F -1.7964 -2.5309 -5.6223
C 0.0988 -2.5327 0.2887
F -0.7825 -4.0340 1.8745
C -4.4104 -0.2615 -0.6544
C 3.8018 -0.5967 -0.4777
H 1.0446 -0.8031 5.2100
F 6.1850 -0.5940 -3.7677
C 0.6137 -4.8559 0.1835
Pt -0.6787 1.5132 0.8638
F -0.8997 -2.5429 -3.1231
F 5.7208 -0.6278 0.8964
C 0.8416 0.3318 -4.4301
C -0.0346 -3.8094 0.7964
C 0.5658 -0.0952 4.5531
H -5.6947 1.3199 0.2737
C 3.1882 -0.5847 -1.7217
F 3.5408 -0.6669 -4.0650
*
```

As for the energy relative to the best compared isomer or geometry (same formula, charge and spin): 45.5 kcal/mol. The HOMO-LUMO gap (alpha / beta) comes out at 6.9 / 7.0 eV.

Mulliken population analysis, charges in e, atoms 1 to 8: -0.76 -0.06 0.52 0.75 0.93 0.65 0.29 -0.30

(4)
# C2H5N3S

A single C2H5N3S molecule in a non-equilibrium geometry (wB97M-V/def2-TZVPD, OMol25).

ORCA input file:
```
! wB97M-V def2-TZVPD RIJCOSX def2/J DEFGRID3
* xyz 0 1
N 0.7913 -0.2071 -1.4020
H -0.7681 -2.2638 2.1430
H 0.7388 -1.0488 -0.7304
C -0.7174 -1.2523 1.9410
H -1.0815 -0.4299 2.6680
H 0.1975 2.7990 -0.9279
S -1.0113 0.7151 0.3837
C 0.1619 0.9539 -1.0534
N -0.4699 -0.9677 0.6768
N 0.6568 2.0669 -1.5476
H 1.5019 -0.3652 -2.1512
*
```

As for the energy relative to the best compared isomer or geometry (same formula, charge and spin): 63.1 kcal/mol. The HOMO-LUMO gap comes out at 9.0 eV.

Mulliken population analysis, charges in e, atoms 1 to 8: -0.42 0.29 0.32 -0.29 0.22 0.22 -0.05 0.50

(5)
# C27H41BEuF4N2O7P2S

A molecular structure, C27H41BEuF4N2O7P2S (wB97M-V/def2-TZVPD, OMol25).

ORCA input file:
```
! wB97M-V def2-TZVPD RIJCOSX def2/J DEFGRID3
* xyz 0 8
H -2.1461 3.7734 0.7001
C -1.7475 2.7667 0.8675
C -2.1962 1.1344 -5.9504
O -3.3278 1.0255 -6.7198
H -2.9979 -3.9788 -0.2721
B 0.6893 -2.8568 1.2633
C 3.9236 -2.4221 -1.0047
H 1.6953 -0.9462 7.0402
C 4.5529 0.3142 -3.0575
H -1.4274 3.1264 -1.7632
O -2.3504 -2.0170 -0.4544
H 3.6577 3.3983 1.3143
H 2.3157 -2.7701 4.6936
C 3.7514 1.3520 -1.0319
H 4.5599 -0.5203 -3.7473
C 0.0953 1.8585 -6.2024
H 5.9402 3.3705 -2.6688
C 2.6717 3.0313 1.0237
H 4.7643 -2.5199 -1.6939
H 3.4276 -3.3889 -0.9032
C -2.0304 0.8032 -4.6324
H -0.6403 4.4235 -0.8250
P 2.6850 1.2864 0.4704
C 3.7518 0.2629 -1.9202
H 5.9456 1.4428 -4.2312
O -1.5986 1.8841 -7.9899
F -0.4800 -2.2110 1.7965
H -4.3603 -2.0316 0.0409
H -2.8175 0.3957 -4.0156
Eu 0.0387 -0.2926 -0.0340
H 1.2450 1.6656 -4.3859
H 4.3002 -2.1473 -0.0201
C -2.9786 1.5209 -8.0091
C 0.9970 -0.1845 4.2797
F 1.7743 -1.9869 1.4705
N 1.9490 0.0804 5.2046
H -3.0749 1.7304 -0.4915
H 0.3387 3.1628 -1.6331
H 2.0082 3.0901 1.8873
H -1.5643 -3.6869 -1.2768
C 3.8512 0.5607 1.6868
H 4.8305 1.0403 1.6524
O -2.3386 0.4834 0.9972
H -3.8237 -0.6728 -0.9685
C -3.5377 -1.3271 -0.1356
C 5.3340 2.4975 -2.4630
H 2.2658 3.6716 0.2401
C 1.5632 -2.2079 5.2528
H 0.1139 -1.8797 3.6258
F 0.8810 -4.0563 1.9087
C -0.5872 3.3658 -1.1032
H 3.1711 -2.1921 -3.7753
C -3.3193 -0.5351 1.1364
F 0.4925 -3.0256 -0.1172
H 1.0052 -2.9004 5.8805
C 2.2972 -1.8247 -3.2347
C 0.2815 1.5270 -4.8582
P 2.6860 -1.1904 -1.5601
H 1.5907 -2.6502 -3.1342
H 3.2544 -1.2162 6.2361
H 3.9538 -0.5077 1.5014
H 4.5611 3.3068 -0.6541
H -3.1301 0.7341 -8.7509
C 5.3377 1.4210 -3.3361
H 0.8939 2.2577 -6.8106
C -0.5071 0.6745 -2.6427
C 4.5500 2.4556 -1.3216
H -3.5786 2.4076 -8.2292
H -2.9534 -1.1982 1.9219
O 0.6548 0.8532 -2.1872
C 2.1890 -1.0635 6.0714
O -1.4700 0.2345 -1.9600
H -4.2654 -0.0895 1.4635
C -0.7532 1.0126 -4.0894
H 3.4170 0.6799 2.6814
H -3.7275 1.9998 1.1487
O -0.5958 2.5566 0.0636
C -1.1609 1.6488 -6.7150
H -3.1780 -3.2612 -1.8952
C -2.5430 -3.3015 -1.0037
N 0.6848 -1.4815 4.3565
H 2.1321 1.0383 5.4468
H 1.8195 -1.0333 -3.8130
C -2.8267 1.7464 0.5757
S 0.3361 0.9316 3.2179
H -1.4389 2.6889 1.9113
*
```

As for the energy relative to the best compared isomer or geometry (same formula, charge and spin): 0.0 kcal/mol. The HOMO-LUMO gap (alpha / beta) comes out at 6.9 / 8.3 eV.

Mulliken population analysis, charges in e, atoms 1 to 8: 0.44 -0.91 1.06 -0.51 0.35 0.22 -1.46 0.30

What is the formula in the first record? C21H16N4O3